ORCA calculation (wB97M-V/def2-TZVPD) on a cluster of 3 separate species, C3H14NO3 in total in a non-equilibrium geometry.

Geometry as XYZ:
```
21
Properties=species:S:1:pos:R:3:forces:R:3
C -0.6366 0.4681 -0.4601 -4.0 -0.4 2.2
O -1.0271 -0.7879 0.1621 1.8 -0.6 -0.6
C 0.8435 0.6098 -0.6362 2.6 -1.7 -2.3
C 1.3479 2.0557 -0.6020 -0.3 -1.5 -3.8
N 1.6926 -0.2319 0.4846 -1.5 1.9 -1.5
H -1.2953 0.2573 -1.3371 1.5 1.8 -0.4
H -1.1315 1.3119 0.2155 1.3 -1.3 -1.7
H -1.5656 -0.7044 0.9292 -0.5 0.5 1.0
H 1.1750 0.1695 -1.6761 -0.6 0.3 2.3
H 1.2251 2.4322 -1.6837 0.3 -0.4 1.5
H 2.4156 2.1035 -0.4105 -0.2 0.6 0.7
H 0.5606 2.5135 -0.1097 -0.4 2.0 1.9
H 1.0360 -0.7124 1.1229 0.1 -0.7 -0.1
H 2.3971 -0.8228 -0.0002 -0.6 0.5 0.9
H 2.0696 0.5419 1.0432 0.7 -0.7 -0.1
H 0.6886 -1.5047 3.5400 0.4 -0.7 1.3
H 0.5770 -2.5111 2.2967 0.3 -2.3 0.2
O 0.4858 -1.6573 2.6379 -0.7 2.9 -1.4
H -3.8842 -1.4013 -2.5524 0.2 0.1 -0.6
H -3.1180 -0.8268 -1.3547 2.3 1.3 0.4
O -3.8562 -1.3028 -1.6093 -2.5 -1.5 0.2
```
Forces are in eV/Å.

Computed properties:
charge = +1
E_tot = -10962.4919 eV
relative energy (zero: lowest compared OMol25 entry of this formula, charge and spin) = 58.01 kcal per mole
2S+1 = 1
LUMO level = -3.4 eV

Results of the natural (NBO) charge analysis, in e, for atoms 1 through 8: -0.132, -0.751, -0.047, -0.660, -0.729, 0.243, 0.198, 0.498

ORCA calculation (wB97M-V/def2-TZVPD) on a cluster of 3 separate species, C3H11NO4 in total in a non-equilibrium geometry.

Geometry as XYZ:
```
19
Properties=species:S:1:pos:R:3:forces:R:3
C -0.3249 1.8991 -0.2878 -0.5 0.7 -0.8
C -0.9722 0.7498 -1.1102 -0.7 2.0 -1.6
C -0.6463 -0.6115 -0.6553 0.1 -1.1 -0.2
O -1.7362 -1.3325 -0.3436 -0.4 1.0 -0.3
O 0.4689 -1.0868 -0.5437 -0.4 0.5 0.0
N -1.2197 2.5077 0.6802 1.8 -0.6 0.6
H 0.0240 2.7125 -0.9313 -0.3 -0.2 -0.4
H 0.6285 1.5606 0.1057 -0.2 -0.2 0.8
H -0.7877 0.9831 -2.1715 1.2 -1.0 0.1
H -2.0412 0.9288 -1.2659 -0.2 -0.3 1.2
H -1.4774 -2.1882 -0.0122 0.3 -0.7 0.2
H -1.9972 3.0027 0.2960 -0.4 -0.2 -0.1
H -1.4300 1.8241 1.3844 -0.7 0.2 0.3
H 3.3782 -0.4944 -0.9085 -0.7 -0.6 -0.3
H 2.2797 0.2750 -0.0334 -0.4 -0.8 -0.4
O 3.1886 0.2184 -0.3143 1.1 1.3 0.7
H 0.5241 -1.9385 1.1661 0.6 0.2 -0.4
H 1.5033 -1.9888 2.3841 0.4 0.1 -0.2
O 0.5926 -2.0645 2.1127 -0.9 -0.2 0.7
```
Forces are in eV/Å.

Computed properties:
SMILES = NCCC(=O)O.O.O
charge = 0
E_tot = -12969.4410 eV
relative energy (zero: lowest compared OMol25 entry of this formula, charge and spin) = 37.33 kcal per mole
2S+1 = 1
LUMO level = 0.5 eV

Results of the natural (NBO) charge analysis, in e, for atoms 1 through 8: -0.206, -0.576, 0.812, -0.662, -0.645, -0.837, 0.203, 0.196

ORCA calculation (wB97M-V/def2-TZVPD) on a structure of composition C22H15BF3N3O2RuS3Te.

Geometry as XYZ:
```
51
Properties=species:S:1:pos:R:3:forces:R:3
Ru 0.4632 0.1246 -0.1306 0.2 -0.1 -0.3
F -0.9523 3.4599 -5.5049 0.0 0.1 0.0
C -0.1488 2.7388 -4.6896 -0.1 0.0 0.1
F 0.9667 3.4628 -4.5193 0.1 0.0 0.0
F 0.1864 1.6354 -5.3710 0.0 -0.1 0.0
C -0.8352 2.4275 -3.3867 0.3 -0.1 0.0
C -2.0809 2.9454 -3.1246 -0.2 0.1 0.0
C -2.7351 2.6695 -1.9243 0.2 -0.1 0.0
C -2.0802 1.8531 -1.0292 -0.1 0.1 -0.1
N -0.8724 1.3517 -1.2799 0.0 0.0 0.2
C -0.1889 1.6111 -2.4239 -0.4 0.2 0.0
S 1.3568 0.8946 -2.4879 0.0 0.0 0.0
H -2.5595 3.5712 -3.8661 0.0 0.0 0.0
H -3.7139 3.0644 -1.7010 0.0 0.0 0.0
H -2.5217 1.5727 -0.0799 0.0 0.0 0.0
S 2.1066 -1.1385 0.8823 -0.1 -0.1 0.0
C 3.0622 0.0879 1.6978 -0.1 0.3 0.1
C 4.2789 -0.2539 2.2273 0.0 -0.1 0.0
C 5.0774 0.6433 2.9593 0.0 0.1 0.0
C 6.3050 0.2151 3.4910 -0.1 0.0 0.0
N 7.3117 -0.1528 3.9331 0.0 0.0 0.0
C 4.5816 2.0305 3.1608 0.1 -0.1 0.0
C 3.3704 2.3762 2.6041 -0.1 0.1 0.0
C 2.5717 1.4857 1.8826 0.2 -0.4 0.0
S 1.0731 1.9982 1.2463 0.0 0.1 0.1
C 5.3210 2.9808 3.9023 0.0 -0.1 0.0
N 5.9145 3.7633 4.5133 0.0 0.0 0.0
H 4.6437 -1.2647 2.0886 0.0 0.0 0.0
H 3.0129 3.3913 2.7335 0.0 0.0 0.0
O -2.1402 -1.6264 -0.1533 0.0 0.0 -0.1
B -0.9212 -1.3197 -0.8154 0.1 0.0 0.2
O -0.9523 -1.8970 -2.0939 0.0 0.0 0.1
C -2.1650 -2.5214 -2.2113 0.2 0.0 -0.1
C -2.6657 -3.2167 -3.2867 -0.1 0.0 0.0
C -3.9458 -3.7562 -3.1425 0.1 0.0 0.0
C -4.6683 -3.5954 -1.9659 0.0 0.0 0.0
C -4.1447 -2.8865 -0.8825 0.0 0.0 0.0
C -2.8844 -2.3587 -1.0400 -0.1 0.0 0.1
H -2.0899 -3.3315 -4.1945 0.0 0.0 0.0
H -4.3828 -4.3095 -3.9634 0.0 0.0 0.0
H -5.6572 -4.0281 -1.8878 0.0 0.0 0.0
H -4.6988 -2.7558 0.0371 0.0 0.0 0.0
C 0.4354 -0.0983 4.0462 0.1 0.0 0.1
Te -1.0763 -0.4649 2.6207 -0.4 0.1 -0.2
C -0.7987 -2.5669 2.5764 0.1 -0.1 0.0
H 0.1791 -0.6201 4.9646 0.1 0.0 0.0
H 0.4804 0.9731 4.2234 0.0 0.0 0.0
H 1.3870 -0.4416 3.6468 0.0 0.0 0.0
H -0.0253 -2.8002 3.3050 0.0 0.0 0.0
H -0.4564 -2.8469 1.5852 0.0 0.0 0.0
H -1.7240 -3.0765 2.8283 0.0 0.0 0.0
```
Forces are in eV/Å.

Computed properties:
⟨S²⟩ = 8.807
charge = -1
E_tot = -82835.1894 eV
relative energy (zero: lowest compared OMol25 entry of this formula, charge and spin) = 0.00 kcal per mole
2S+1 = 6
LUMO level (spin up / spin down) = 1.9 / 0.0 eV

Results of the natural (NBO) charge analysis, in e, for atoms 1 through 8: 0.492, -0.338, 0.984, -0.316, -0.315, -0.230, -0.112, -0.312

ORCA calculation (wB97M-V/def2-TZVPD) on a cluster of 4 separate species, C8H24O8 in total in a non-equilibrium geometry.

Geometry as XYZ:
```
40
Properties=species:S:1:pos:R:3:forces:R:3
C 1.4362 1.6900 -1.6292 -1.1 2.1 0.9
C 0.5762 2.2142 -0.3943 1.8 -1.4 -0.4
O 0.3961 1.0868 0.5391 0.8 1.0 -1.2
O 0.5729 0.9338 -2.4079 0.1 -1.5 -0.3
H 2.3318 1.1096 -1.4074 0.1 0.1 0.7
H 1.7706 2.5276 -2.2414 -0.1 0.4 0.2
H -0.4067 2.5652 -0.7086 0.2 0.0 -0.3
H 1.1728 3.0367 0.0001 -0.2 0.0 0.8
H -0.3188 1.2849 1.1483 -0.3 0.1 0.3
H 0.6840 0.1495 -1.8656 -1.1 -1.0 -0.7
C -4.1866 1.8611 -1.2075 -0.5 -0.2 -0.8
C -3.9829 0.8707 -2.3634 -1.0 -0.3 0.2
O -3.6426 -0.4221 -1.8360 1.2 0.5 -0.5
O -2.9533 2.1497 -0.6021 0.4 0.2 0.1
H -4.8254 1.4584 -0.4215 -0.5 -0.2 -0.2
H -4.6318 2.7764 -1.5976 0.1 0.2 0.1
H -3.2514 1.2875 -3.0557 1.0 -0.5 0.6
H -4.7923 0.7711 -3.0866 -0.9 0.1 0.5
H -4.3955 -0.9378 -1.5382 -0.3 0.4 -0.2
H -2.5817 1.2723 -0.4852 0.6 -0.2 0.2
C -0.0964 -0.7948 3.6196 -0.5 0.9 -0.3
C -1.3915 0.0429 3.7708 0.1 1.7 -1.2
O -1.4921 0.8454 2.5196 0.7 -0.7 0.4
O -0.0525 -1.3186 2.3445 -0.5 -1.9 -1.2
H -0.1496 -1.5970 4.3556 0.3 0.0 0.0
H 0.8553 -0.2635 3.6271 -0.2 0.7 1.4
H -1.3690 0.7662 4.5859 0.2 -0.2 0.3
H -2.2861 -0.5687 3.8882 0.1 -0.2 -0.2
H -2.2444 1.4225 2.3695 -0.4 -0.2 0.8
H 0.1882 -0.6341 1.7159 0.0 0.2 -0.1
C 3.8423 -3.2683 -0.3933 -0.8 2.4 -0.8
C 3.3639 -1.8336 -0.8731 -0.3 -0.5 0.0
O 4.2762 -0.7175 -0.7269 -0.4 -1.1 0.3
O 4.8922 -3.6213 -1.2713 0.6 -0.2 0.5
H 3.0833 -4.0446 -0.4897 -0.6 0.5 0.2
H 4.0400 -3.0870 0.6632 0.9 -0.7 0.2
H 2.4858 -1.5305 -0.3029 0.0 -0.1 0.1
H 3.0541 -1.9142 -1.9151 0.1 0.0 -0.2
H 5.1661 -0.9934 -0.9585 0.1 -0.2 -0.2
H 4.8629 -4.5759 -1.3681 0.3 0.0 -0.1
```
Forces are in eV/Å.

Computed properties:
SMILES = OCCO.OCCO.OCCO.OCCO
charge = 0
E_tot = -25061.7211 eV
relative energy (zero: lowest compared OMol25 entry of this formula, charge and spin) = 41.17 kcal per mole
2S+1 = 1
LUMO level = 0.6 eV

Results of the natural (NBO) charge analysis, in e, for atoms 1 through 8: -0.096, -0.092, -0.792, -0.705, 0.187, 0.168, 0.193, 0.158